{"formula": "C103H220N12O12", "method": "ωB97M-V/def2-TZVPD", "elements": ["O", "O", "O", "O", "O", "O", "O", "O", "O", "O", "O", "O", "N", "N", "N", "N", "N", "N", "N", "N", "N", "N", "N", "N", "C", "C", "C", "C", "C", "C", "C", "C", "C", "C", "C", "C", "C", "C", "C", "C", "C", "C", "C", "C", "C", "C", "C", "C", "C", "C", "C", "C", "C", "C", "C", "C", "C", "C", "C", "C", "C", "C", "C", "C", "C", "C", "C", "C", "C", "C", "C", "C", "C", "C", "C", "C", "C", "C", "C", "C", "C", "C", "C", "C", "C", "C", "C", "C", "C", "C", "C", "C", "C", "C", "C", "C", "C", "C", "C", "C", "C", "C", "C", "C", "C", "C", "C", "C", "C", "C", "C", "C", "C", "C", "C", "C", "C", "C", "C", "C", "C", "C", "C", "C", "C", "C", "C", "H", "H", "H", "H", "H", "H", "H", "H", "H", "H", "H", "H", "H", "H", "H", "H", "H", "H", "H", "H", "H", "H", "H", "H", "H", "H", "H", "H", "H", "H", "H", "H", "H", "H", "H", "H", "H", "H", "H", "H", "H", "H", "H", "H", "H", "H", "H", "H", "H", "H", "H", "H", "H", "H", "H", "H", "H", "H", "H", "H", "H", "H", "H", "H", "H", "H", "H", "H", "H", "H", "H", "H", "H", "H", "H", "H", "H", "H", "H", "H", "H", "H", "H", "H", "H", "H", "H", "H", "H", "H", "H", "H", "H", "H", "H", "H", "H", "H", "H", "H", "H", "H", "H", "H", "H", "H", "H", "H", "H", "H", "H", "H", "H", "H", "H", "H", "H", "H", "H", "H", "H", "H", "H", "H", "H", "H", "H", "H", "H", "H", "H", "H", "H", "H", "H", "H", "H", "H", "H", "H", "H", "H", "H", "H", "H", "H", "H", "H", "H", "H", "H", "H", "H", "H", "H", "H", "H", "H", "H", "H", "H", "H", "H", "H", "H", "H", "H", "H", "H", "H", "H", "H", "H", "H", "H", "H", "H", "H", "H", "H", "H", "H", "H", "H", "H", "H", "H", "H", "H", "H", "H", "H", "H", "H", "H", "H", "H", "H", "H", "H", "H", "H", "H", "H", "H", "H", "H", "H", "H", "H", "H", "H", "H", "H", "H", "H", "H", "H", "H", "H"], "positions_angstrom": [[0.67440, 5.60158, -2.23943], [3.21427, -8.53836, -1.67974], [-8.83550, 2.93227, -1.62783], [-1.03806, -1.61721, -1.33649], [7.08806, 3.33009, -3.41483], [5.66061, -3.36185, 5.01213], [-4.87503, -5.66065, -3.68490], [-3.60768, -0.31455, 3.32644], [2.63292, -2.73465, -7.69995], [2.43533, 6.28582, 6.03401], [-6.87425, 5.21862, 0.40576], [-1.43386, -2.17156, 2.32278], [3.27349, -7.27519, -1.02077], [3.48084, 7.70901, -1.24843], [-4.17507, -4.61287, -4.37528], [-0.81511, -3.44080, 2.44730], [-7.66531, 2.59435, -2.42194], [1.98851, 5.47589, 4.90845], [-0.86462, -0.81528, -0.18437], [4.74437, -2.43714, 4.38259], [3.39598, -1.66453, -7.21746], [6.55958, 2.11903, -2.92918], [-5.77904, 5.81683, 1.12432], [-3.73839, -0.40002, 4.72915], [2.55523, 7.47849, -3.58197], [4.38688, -1.17441, 2.31957], [1.88909, 4.04566, 5.39941], [2.47412, -0.86596, -6.43672], [-1.96165, -3.80644, -4.99903], [4.01022, -5.05669, -1.50392], [2.30715, 7.33715, -2.07717], [2.80213, -4.59938, -0.64438], [-2.65282, -6.18292, -5.22007], [-0.19617, -3.47739, 3.80958], [1.66657, -1.60739, -5.36627], [-3.05012, -4.53176, 2.98567], [3.99337, -1.68323, 6.51899], [8.27682, 0.98531, -4.34935], [-4.56919, -3.36484, -3.67399], [-4.55277, -3.39824, -2.15896], [2.79418, 5.90115, 3.75812], [4.43926, -0.15846, -5.03025], [-6.24664, 0.41094, 4.53042], [-2.21016, -4.28039, 0.65830], [0.58583, 3.90542, 6.23830], [-5.23807, -0.62956, 6.65681], [6.72583, -1.79438, 2.84435], [-5.83190, 1.14565, -2.94230], [-6.61925, 2.75576, -4.57685], [4.44867, 3.10304, -2.39343], [5.35916, -0.88116, -5.98124], [0.76318, -7.00829, -1.03872], [-1.02647, -5.82590, 2.29494], [1.64329, 3.18740, 4.14016], [5.28483, 0.96289, -1.39815], [2.85897, -6.30876, -3.45228], [2.42602, 7.30116, 3.32249], [-5.98464, 1.39163, -4.36489], [-5.31705, 7.14856, -0.79497], [0.57030, -4.80382, 4.01545], [3.77900, -6.44329, -2.14275], [6.19392, 3.24259, -0.72429], [4.76855, -1.25634, 5.23028], [2.43938, 4.99945, 2.58676], [-3.76187, -2.23439, -4.28647], [-3.02792, 0.57475, 6.84034], [7.68594, 1.14609, -2.94303], [5.28518, -2.26537, 2.97546], [8.84828, 1.65764, -2.03434], [1.90110, 5.90634, -1.56666], [-0.13455, 4.72522, -1.61544], [0.69293, 0.59392, 0.90640], [-6.64326, 5.12072, 3.32977], [-6.88315, 1.21720, -0.61822], [6.32770, -0.05225, -1.17574], [-7.94539, 2.99073, -3.79044], [-2.88880, 0.73845, 5.29374], [1.43297, -1.62915, 0.11475], [-2.14082, 0.81210, -1.57473], [-5.19612, -0.61883, 5.11902], [-1.99623, 0.22516, -0.13774], [5.51710, -2.66498, -7.80896], [-5.33327, 3.45838, 1.91223], [-1.17513, -3.23292, 5.01046], [1.45918, -0.29288, -7.54952], [3.01070, 3.52452, 6.31582], [-8.31431, 4.47233, -3.74106], [2.07270, -6.94958, -0.23828], [-0.22989, 1.72569, 0.73038], [4.29851, 5.97235, 4.07315], [7.24626, -0.23693, -2.35366], [3.19060, 0.32520, -5.85757], [5.15091, -6.89533, -2.60469], [2.62781, 3.52003, 2.93887], [4.74094, -2.13942, -6.64330], [-3.04558, 5.73486, 2.05663], [-4.24185, 5.36263, 3.00687], [-0.35129, -5.99620, 3.64774], [-1.42661, 0.56128, 4.98352], [-4.44080, 0.44767, 7.40682], [-3.37337, 2.09427, 4.84933], [-5.48066, -1.97543, 4.65443], [-7.97650, 0.00529, -2.55438], [-7.11427, 1.21399, -2.13973], [-2.22976, -2.46207, -4.32652], [1.85262, -7.98690, 0.90562], [-2.12914, -5.38326, -3.02755], [-2.69317, -5.01201, -4.34565], [1.08636, 0.21878, -1.45328], [-5.54988, 4.92456, 2.34011], [-3.28708, -0.52351, 0.20953], [5.03374, -3.62579, 2.27540], [4.55910, -3.28450, -5.59333], [-3.52799, 6.69735, 1.00257], [-1.65898, 1.19470, 0.92702], [-4.21826, 4.82366, -0.65114], [6.14229, -0.67943, 5.60647], [5.70219, 2.36129, -1.81988], [0.52334, -0.41932, -0.21918], [3.82999, -0.24850, 4.58624], [-6.04535, -3.21119, -4.14188], [-9.04959, 2.16840, -4.50410], [-1.80059, -4.51509, 2.12181], [0.83408, -2.33145, 3.83541], [2.38968, -5.58666, 0.42239], [4.31166, 0.09157, 3.15897], [-4.63730, 6.09588, 0.10241], [4.27823, 7.18786, -1.46116], [9.72202, 1.03372, -2.21310], [-3.84097, 4.53042, 3.58542], [-7.48291, -0.85518, -2.03624], [-3.13665, -3.71721, 3.72825], [5.74915, -0.22768, -6.79704], [1.73504, 0.88198, 0.97091], [-4.07543, 0.19478, 0.39971], [1.62646, 6.60463, 6.44111], [-3.61553, -1.24918, -0.51746], [-7.17639, -0.11438, 4.42206], [-2.68766, 6.88914, 0.34243], [-4.72650, -4.44679, -1.78770], [-4.44032, 2.33735, 5.11395], [0.65133, 3.32359, 3.72772], [0.79125, 1.25777, -1.66897], [-2.65001, 1.70527, -1.44474], [3.39040, -1.63891, 2.17317], [2.48070, 7.98758, 4.13540], [-2.97645, -0.99665, 1.16078], [5.74259, -7.06963, -1.69211], [-4.71601, -2.64798, 5.07896], [-4.91370, 1.41340, 7.29474], [4.48058, -4.18246, -6.14591], [3.59993, -5.90814, -4.08679], [-8.43481, 3.40732, -0.88758], [-0.93350, -4.06305, -5.19482], [3.70822, 0.87027, 2.60220], [5.57910, -4.36942, 2.80786], [9.26158, 1.37668, -4.33282], [-0.23369, 2.05907, -0.30856], [-5.81013, 3.44996, -4.26919], [7.41800, -2.33217, 3.58041], [0.79535, -7.94445, -1.55641], [-6.71488, -3.99402, -3.73420], [2.36555, -7.29267, -3.66926], [-1.16037, -1.95284, 1.40316], [1.96889, -4.42271, -1.25607], [-4.40796, 0.18480, 8.41366], [-0.28481, -5.90826, 1.55548], [4.73695, 4.07804, -2.77816], [-3.52759, -3.06827, -1.83463], [2.61144, 5.16091, -1.87702], [4.58487, 0.95459, -0.58595], [-3.90988, 7.64640, 1.46941], [-6.08548, -3.50189, -5.18310], [-4.60396, 7.52238, -1.50048], [-0.51406, 5.17446, -0.64800], [5.27170, -3.65150, 1.21179], [0.37889, -1.37571, 4.00433], [0.43202, 2.85236, 6.43524], [6.53336, 0.02853, 4.88542], [-9.39566, 4.51671, -3.61299], [0.98604, -2.27341, 0.92967], [-2.84424, -6.04348, -6.26103], [-0.00987, 2.48612, 1.49936], [-2.89312, -5.10043, 0.40612], [-6.59587, 0.20512, -0.33847], [-6.10049, 1.91797, -0.36102], [6.13056, -0.17850, 6.60013], [-6.30947, 4.58019, 4.25707], [-7.99689, -0.22149, -3.64104], [-6.67229, 6.10239, 3.68618], [5.45826, 3.43780, 0.02188], [-5.58378, -2.06075, 3.53987], [-7.77022, 4.94364, -2.91513], [3.17625, -2.36797, 6.26459], [6.71698, -0.67378, -3.21784], [2.83500, 2.50177, 6.59235], [4.64209, -2.10024, 7.36009], [-6.45763, -2.22284, -3.94560], [5.87910, -1.05621, -0.89466], [-0.61904, -3.28048, 5.97203], [2.06314, 0.13059, -8.40099], [-6.10644, 3.15126, 1.18770], [-3.26635, 2.12742, 3.76158], [-2.37270, -3.76408, -5.99340], [5.71527, -6.07397, -3.09356], [3.64376, 3.26184, 3.16637], [-3.35744, -1.22068, 2.98845], [-5.97618, 0.76226, 3.55577], [0.93586, 0.57706, -7.10788], [5.04800, -3.62177, -8.24232], [6.44966, 4.20110, -1.09998], [-2.54705, 4.92012, 1.49211], [1.37850, -2.22466, -0.75978], [2.79863, -0.51175, 4.62216], [5.03949, -7.79641, -3.26662], [3.54070, 0.94314, -6.62413], [6.87267, -1.47936, 5.75250], [-4.31975, 3.37383, 1.56050], [-3.95954, -4.33557, 2.34729], [5.63506, -1.90654, -8.65049], [-2.25299, 6.13581, 2.68313], [-4.49280, 6.17411, 3.77393], [-3.40032, 4.34848, -0.12945], [3.95211, 3.62363, 5.78453], [3.90328, 0.66460, 5.21272], [-1.69398, -2.29076, 4.95826], [1.08698, -0.48123, -2.30407], [8.61435, 1.68507, -0.95880], [0.65852, -6.21230, -1.74455], [4.95942, -5.04055, -0.91776], [5.47201, -3.20596, -5.03057], [-2.37403, 2.07041, 1.02082], [-9.01936, 0.06735, -2.15456], [1.41608, 5.19235, 2.23543], [-0.19513, 4.10895, 5.55850], [0.89233, -1.13135, -7.87579], [-7.76122, 1.31231, 0.01982], [0.44263, 0.17620, 1.88033], [-1.69931, -1.78409, -4.99711], [1.43229, -4.94444, 3.33292], [3.02362, 8.45122, -3.85214], [3.24437, -9.16501, -0.97218], [4.83951, 5.04441, 4.27799], [-5.06225, 1.85658, -2.53973], [-2.70706, 0.12002, -2.18271], [7.04149, 0.20466, -0.39795], [3.04306, 6.57372, -3.99500], [-2.54513, 1.36630, 7.44605], [3.12987, -5.63808, 1.19071], [7.00868, 2.80573, -0.12167], [5.20888, -4.10904, 5.38263], [-1.10255, -5.90015, -3.09273], [-6.21857, 6.59113, -1.19858], [0.53602, 4.49211, 7.17328], [-2.75187, -3.33160, 0.51271], [-5.45267, 2.87090, 2.87478], [-0.87497, 4.50261, -2.34905], [4.20049, -0.82779, -4.18636], [1.31219, -2.56205, -5.59306], [2.14548, -1.72399, -4.38075], [-3.87294, -1.29358, -3.74780], [1.85149, 5.98735, -0.48571], [3.64276, -3.03502, -5.01053], [4.75422, -0.99564, 1.30994], [-0.93416, -0.21798, 5.57305], [-1.65119, 0.70394, 1.87360], [1.77624, 2.15672, 4.37511], [-5.48819, -6.04778, -4.32164], [0.99662, -4.93265, 5.04641], [-5.64221, 8.06097, -0.34232], [-1.83184, -2.39722, -3.33831], [1.45162, 7.52656, 2.85996], [-0.02354, -6.97322, -0.31993], [-8.12005, 5.07390, -4.61970], [2.14332, -5.56451, -3.19155], [4.63469, 0.52689, -2.20725], [6.76667, -0.74885, 2.93411], [3.04422, -3.62445, -0.15940], [-6.29931, -0.60070, 6.96169], [-1.57850, -6.55992, -5.33215], [4.82062, 6.36717, 3.11979], [2.67943, -2.81821, -8.65076], [-2.36982, -0.27672, 7.08523], [-6.43085, -2.27961, 5.16171], [6.58052, 3.50020, -4.25821], [-3.82056, 5.02511, -1.60251], [-1.73211, -6.63874, 2.10144], [4.17872, -4.31758, -2.31089], [1.50432, -8.90349, 0.42468], [-1.21453, 1.05656, -2.05136], [-9.97839, 2.23346, -3.94925], [-6.20961, 1.25858, 5.18099], [-1.94071, -4.56329, -2.33320], [8.34137, -0.06178, -4.71779], [2.18186, 0.34911, -1.24784], [3.71699, 3.13590, -1.53863], [3.14844, 7.54805, 2.59381], [-5.43758, 0.06642, -2.87118], [8.12155, -0.94991, -2.32263], [7.70222, 1.50202, -5.05822], [1.52090, -5.26467, 0.92028], [2.48610, -1.40176, 0.35894], [1.43771, -2.53468, 4.71171], [4.34564, 6.76053, 4.80718], [-3.23642, -5.38859, 3.57554], [-0.91798, 1.53418, 5.08234], [6.57691, -2.91985, -7.53078], [-5.32088, -2.67397, -1.81648], [-9.10096, 2.61828, -5.50616], [9.10325, 2.74434, -2.19645], [-1.28251, -4.27602, 0.10027], [2.78249, -8.31570, 1.34773], [-6.60848, 0.64026, -4.83251], [-1.21333, -6.02865, 4.34274], [2.45594, 0.90422, -5.34888], [0.77617, -0.98590, -5.13487], [0.37559, 3.74564, -1.39549], [1.28739, -2.31127, 2.86130], [-4.93011, -1.57990, 7.06247], [7.11652, -2.16382, 1.87580], [1.56711, 8.08422, -1.75409], [-4.99354, 4.07917, -0.85316], [-7.42961, 5.91405, 0.15727], [1.58708, 7.57010, -4.06916], [-1.01321, -2.51567, -0.95636], [3.01517, 5.27962, 1.68613], [3.65170, -0.73942, 6.92529], [-3.16263, -7.05306, -4.76483], [0.23466, -6.99377, 3.72644], [-4.07623, -2.08370, -5.33671], [-6.67730, 3.06357, -5.58021], [3.82886, 2.54503, -3.14439], [5.03168, 0.64661, -4.63693], [3.73424, 8.72012, -1.37415], [2.24583, 2.90771, 2.11067], [-5.04480, 1.24687, -4.81402], [-2.77869, 2.91952, 5.25542], [-1.24609, 0.22175, 3.94596], [-1.93651, -4.02282, 5.18448], [6.21562, -1.26959, -5.44770], [-7.64825, 4.67764, 3.11983], [-8.82822, 1.09037, -4.53284], [-2.65994, -6.06649, -2.40099], [3.06427, 4.09864, 7.21742], [5.25132, 0.57566, 3.14291], [1.10127, -7.67268, 1.64507], [4.02950, -3.95425, 2.28112]], "forces_ev_per_a": [[1.9, 1.7, -0.5], [-1.0, -0.3, -0.2], [0.6, -0.8, -0.2], [-0.6, -1.1, 0.0], [-0.7, 1.0, -1.5], [1.0, 0.6, -0.3], [-0.1, -0.3, 0.0], [-0.3, -0.9, -0.9], [-0.4, -1.6, 0.7], [-0.1, -0.4, -0.3], [1.4, -2.1, 0.7], [0.0, -0.2, -0.5], [1.5, -0.4, -0.8], [-1.1, 2.2, 0.3], [1.1, -0.5, 1.0], [0.2, -1.0, 1.0], [0.1, -0.1, 0.7], [-0.5, -0.1, 1.5], [-0.8, -0.3, 0.4], [1.4, -0.9, -0.9], [1.7, 0.1, -0.5], [1.2, -1.0, -2.0], [0.2, 0.0, 0.2], [0.9, 0.5, 0.6], [-0.8, 0.0, -0.1], [-0.5, -1.1, 0.2], [-0.9, 0.2, 0.0], [-1.1, 0.6, -1.4], [-0.9, -0.9, 0.4], [-0.4, 0.7, 0.1], [1.2, 0.0, 1.0], [2.0, 0.8, 1.0], [2.8, -3.0, -0.6], [0.0, 0.6, 0.7], [-0.3, 1.9, 1.5], [-2.0, 2.3, -0.4], [1.6, 0.0, 0.9], [-0.3, -1.4, 0.6], [-1.5, -0.3, -1.0], [1.2, -0.2, 0.5], [-0.2, -0.7, -0.4], [-0.8, 0.1, -0.6], [1.9, -1.1, 0.5], [-0.2, -0.3, 0.9], [0.9, 0.1, -0.2], [-0.8, 0.4, 0.5], [1.3, -3.2, 0.5], [1.8, -1.7, 2.2], [1.5, 0.9, 1.4], [-1.3, -1.3, 0.9], [0.3, -1.0, -1.4], [1.2, 0.5, 0.4], [-0.5, -0.2, 0.2], [1.9, 0.9, -1.0], [-2.0, -0.6, -1.2], [0.3, -1.4, 3.1], [-1.1, 0.4, 0.2], [-2.1, 0.4, -1.4], [-0.3, -1.7, -0.3], [-0.3, -1.3, -0.7], [-0.7, 1.7, 0.4], [1.2, -0.7, 1.4], [-1.3, -0.5, 1.4], [0.5, -0.7, -0.7], [1.3, 0.6, -0.8], [0.8, -0.2, 0.7], [1.1, -0.1, 2.1], [-1.6, 0.0, -0.3], [-0.1, 1.4, 0.4], [-0.8, 2.0, -1.8], [-0.1, -1.4, 1.8], [0.4, -0.6, 0.5], [-0.7, -2.6, 1.4], [0.1, -1.4, -0.4], [1.8, -2.2, 0.9], [1.0, -0.7, -0.9], [-1.9, -0.8, 1.9], [-1.3, -0.4, 0.8], [0.5, -1.1, 1.1], [1.5, 2.3, 0.0], [0.4, -1.5, -2.7], [1.3, -0.6, -1.9], [-1.4, 0.0, 1.7], [0.2, -1.4, 0.7], [2.1, 1.0, 1.0], [0.3, 0.7, -1.5], [-0.4, 0.0, 0.1], [0.0, 0.1, 0.8], [-1.4, 0.8, 0.1], [0.6, 0.6, -2.5], [-0.2, 0.1, -3.0], [1.1, -1.7, 1.7], [0.4, -0.9, 0.2], [-2.3, 0.2, 0.5], [-2.5, 0.5, 0.4], [-1.0, 0.0, 0.3], [1.0, 0.6, 0.5], [-0.2, -0.8, 1.1], [0.8, -0.2, -1.4], [0.1, -0.1, -3.0], [-0.9, 0.9, -0.5], [-1.3, -2.0, -0.2], [-0.3, -0.8, 0.9], [-1.6, 1.3, 0.1], [-0.4, -1.2, -1.0], [0.4, -0.6, -1.2], [2.7, -0.3, 1.9], [-1.3, 1.9, -0.6], [2.0, 0.2, -1.0], [1.3, 0.1, -2.3], [1.3, 0.2, 1.3], [0.8, 1.0, -0.1], [-0.7, 2.5, -0.4], [-0.2, 0.6, -0.6], [0.4, 2.2, 0.5], [-0.1, 0.0, 0.6], [0.2, 0.0, 0.9], [-1.8, -0.5, -0.7], [1.4, 0.9, 2.3], [1.7, 2.2, -0.6], [-0.2, -0.9, 0.2], [0.5, 0.2, 0.2], [0.6, 0.7, 0.5], [-1.0, -0.8, 0.5], [0.2, -0.7, -1.7], [-1.8, 0.2, -1.0], [-1.9, 0.0, 2.2], [1.5, -1.0, -0.5], [0.1, 0.1, 0.2], [-0.4, -0.2, 0.3], [-0.5, 0.4, -0.5], [0.4, -0.2, -0.7], [-0.4, -0.2, 0.6], [0.3, 0.2, -0.1], [-0.2, 0.1, 0.1], [-0.2, 0.1, -0.1], [0.1, -0.2, -0.3], [-0.7, 0.2, 0.4], [0.2, 0.6, -0.2], [-0.1, 1.3, -0.2], [1.0, -0.5, -0.3], [-0.4, 0.2, 0.2], [-0.3, -0.7, -0.3], [-1.4, 1.9, -0.1], [0.3, 0.4, 0.3], [0.4, 0.6, 0.7], [-1.0, -0.1, -0.6], [-0.1, -0.6, -0.4], [-0.2, 0.1, -0.6], [-0.3, 0.4, 0.1], [-0.2, -1.2, -0.1], [0.2, 0.1, -1.7], [-0.1, 0.0, -0.1], [0.7, 0.0, 0.5], [0.0, -0.9, 0.8], [0.7, -0.7, 0.1], [0.9, 0.5, -0.3], [0.5, 0.8, 0.4], [-0.6, 0.2, 0.6], [-1.0, 1.0, -0.7], [-0.4, -0.6, -0.4], [0.4, 0.6, 0.6], [0.7, 1.0, -0.3], [-0.2, 0.8, 0.3], [-1.2, 0.4, -1.1], [0.1, -0.2, 1.8], [1.0, 0.1, -1.3], [-0.3, 0.1, 0.2], [-1.0, -0.2, 0.1], [0.7, -0.3, 0.1], [-0.2, 0.5, 0.9], [0.4, -0.8, -0.6], [0.1, 0.7, -0.6], [0.2, -0.3, -1.2], [-0.1, -0.7, -0.8], [0.6, 0.3, 0.0], [-0.5, 0.5, 0.0], [0.3, -0.3, 0.5], [0.0, 0.1, -0.1], [0.1, 0.3, 0.5], [0.5, 0.8, -0.7], [-1.1, 0.4, -0.6], [-0.2, 0.2, -0.7], [0.3, 0.1, -0.5], [0.7, -0.1, 0.0], [0.0, 0.1, 0.1], [-0.4, -0.1, -0.7], [-0.2, 0.1, -0.7], [0.1, 0.2, 0.9], [-0.5, 1.8, 0.0], [-1.1, -0.1, 0.4], [0.1, -0.1, 1.0], [-0.3, -0.1, -0.1], [0.1, 0.3, 0.2], [-0.5, -0.1, 0.3], [-0.1, -0.6, -0.1], [-0.7, 0.1, -1.3], [0.0, 0.0, -0.1], [0.4, 1.1, -0.2], [0.1, 0.4, -0.6], [-0.5, -0.6, 0.8], [0.6, 0.0, 0.4], [-0.2, 0.2, 0.0], [-0.4, 0.2, -0.6], [-0.7, -0.4, -0.2], [0.6, -0.1, 0.1], [-0.1, 1.2, 0.9], [0.4, 0.0, -0.7], [-0.4, -0.8, -0.2], [0.6, 1.5, 0.6], [0.7, 0.8, -0.4], [-0.6, -0.2, 0.8], [0.4, -0.9, -0.9], [-0.7, -0.7, -0.2], [0.6, 0.8, 0.7], [0.7, 0.9, -1.4], [-0.2, 0.0, -0.3], [0.2, -0.5, -0.3], [0.7, -0.5, 0.5], [-0.4, -0.8, 1.0], [0.1, 0.3, 0.0], [0.7, -0.6, -1.3], [0.1, -0.4, 0.2], [0.4, -0.2, 0.2], [0.0, -0.3, -0.3], [-0.2, 0.4, -0.2], [-0.5, 0.6, 0.0], [-0.1, -0.6, -0.3], [-0.1, 0.5, -0.4], [-0.7, -0.3, -0.1], [0.2, -0.6, 0.8], [0.5, -1.1, -0.4], [0.8, 0.1, -0.4], [-0.1, -0.2, 0.5], [-1.3, 0.9, -0.4], [-1.0, -0.2, -0.3], [-0.3, 0.7, -0.4], [0.1, -0.6, 0.2], [-0.3, 0.7, 0.4], [-0.2, 0.8, 0.2], [0.3, -0.9, 0.4], [0.2, -0.8, 0.6], [-0.4, 0.1, 0.6], [-0.6, -0.6, -0.1], [-0.1, 0.0, -0.2], [-0.3, 0.2, 0.8], [0.1, 0.7, 0.1], [0.0, 0.2, -0.8], [0.8, -0.6, 0.4], [0.1, 0.2, -0.6], [-1.0, -0.3, 0.0], [-1.4, 0.8, -0.5], [1.3, 1.1, -0.4], [0.1, -0.2, -0.5], [0.2, -0.3, 0.2], [0.2, 0.3, -1.3], [-1.2, -0.2, 0.0], [-0.2, 0.3, -0.3], [-0.5, -1.5, -1.0], [0.3, 0.3, -0.4], [-0.6, 0.0, 0.1], [-0.4, -0.3, 0.3], [0.9, -0.7, -0.1], [0.2, 0.2, -0.1], [-0.2, 0.3, 0.3], [-0.4, -0.5, 0.9], [-0.1, -1.0, 0.4], [0.2, 0.2, -0.1], [-0.6, 0.4, -0.8], [-0.4, 0.2, 1.1], [0.5, 0.1, 0.6], [0.0, -0.9, 0.2], [-0.9, -0.1, 0.2], [0.4, -0.3, -0.6], [-0.9, 0.6, -0.3], [0.6, 0.6, 0.3], [0.5, 1.2, 0.0], [-0.1, -0.6, -0.4], [0.2, 0.3, -0.2], [-1.0, 0.5, 0.6], [-0.7, -0.5, 1.4], [0.5, 0.6, -0.4], [-0.7, -0.2, 0.1], [0.4, 0.0, -0.8], [0.9, -0.3, 1.3], [0.6, 0.8, -1.5], [0.0, -0.1, 0.1], [-0.1, -0.2, 0.2], [-0.5, -0.1, 0.1], [0.5, -0.1, -0.3], [-0.3, 0.3, -0.1], [-0.8, 0.6, 0.4], [-0.1, 0.5, -0.3], [-0.1, 0.4, 0.6], [-0.7, -0.2, -0.1], [0.7, 0.7, -0.6], [0.8, 0.7, -0.9], [-0.2, 1.5, 0.5], [-0.7, 1.0, 0.8], [-0.8, 0.8, -1.1], [-1.3, 0.7, 0.5], [-0.7, 0.2, -0.3], [0.8, 0.1, -0.3], [0.8, -0.2, 0.6], [0.0, -1.3, 0.3], [0.0, -0.5, 0.2], [-0.9, 0.1, 0.0], [0.5, -0.5, 0.2], [-0.5, -0.5, 0.2], [-0.1, -1.1, -0.5], [0.1, -0.2, -0.6], [0.4, 0.5, 0.6], [-0.3, -0.4, -0.1], [0.7, -0.3, 0.3], [-0.4, 0.5, 1.0], [0.3, -0.3, -0.2], [-0.2, 0.7, 0.1], [1.0, 0.0, 0.0], [0.5, -0.6, -0.2], [-0.3, 0.6, 0.2], [-0.3, -0.6, -0.2], [-0.3, 0.4, 0.4], [-1.3, 1.8, -0.2], [-0.2, -0.4, -0.2], [-0.2, 0.4, -0.5], [0.3, 0.0, 0.5], [-0.6, 0.1, 0.3], [-0.1, 0.5, -0.5], [-1.1, 1.6, -0.2], [-0.1, 0.0, 0.5], [-0.8, -0.1, -1.7], [1.1, 0.2, 0.2], [-0.1, 0.7, 0.5], [-0.4, -1.4, 0.1], [0.5, 0.0, 0.0], [1.3, 0.4, -0.9], [0.1, -0.2, 0.1], [-0.3, 0.3, 0.2], [0.5, 0.4, -0.4], [0.5, 0.1, 0.2], [0.8, 0.6, -0.3], [0.1, 0.7, -0.5], [-1.0, -0.7, -0.1], [0.0, 0.5, 0.4], [1.3, 0.4, 0.5], [0.4, 0.0, -0.3], [-1.5, 0.1, 0.5]], "lumo_energy_ev": 0.428, "total_energy_ev": -152812.8376, "relative_energy_kcal_mol": 86.7, "gap_ev": 8.68, "total_charge": 0}